--- P ---
The following is a quantum chemistry calculation of a cluster of 3 separate species, C13H19N3O2 in total, from the Open Molecules 2025 dataset.

Its HOMO energy is -9.4 eV. The total charge is 0. The calculation puts the HOMO-LUMO gap at 10.0 eV. Its SMILES is CO[C@H](O)CN.c1ccncc1.c1ccncc1.

Each line ends with the Löwdin charge.
Element x y z (Å)
O 1.6226 0.2285 0.2368  -0.14
N -2.5029 -2.3482 -4.0093  0.05
H 3.2512 -1.7923 -2.8624  0.07
C -0.0343 3.9578 2.3063  -0.08
N 3.9282 -1.4076 -2.2143  0.01
H 3.0011 -2.0819 -0.4883  0.12
C -1.5456 -2.4421 -3.0887  -0.16
H 4.3110 -0.5686 -2.6326  0.07
H 0.8398 -0.2831 2.0265  0.07
C 0.1192 2.5903 2.4724  -0.06
H 2.1659 -1.3370 1.5084  0.09
C -3.7574 -2.2499 -3.5771  -0.16
C -0.4604 4.7145 3.3853  -0.08
C -4.1089 -2.2400 -2.2347  -0.08
C -0.7161 4.0693 4.5870  -0.16
H -3.3362 -2.3307 -0.2302  0.11
H -0.5939 5.7848 3.3047  0.10
H 0.4565 1.9638 1.6568  0.08
H 0.5575 -1.4836 0.7530  0.08
C -0.1639 2.0447 3.7164  -0.16
C 2.0837 -0.2292 -1.0111  -0.43
H 0.1757 4.4238 1.3521  0.11
C 3.3061 -1.1323 -0.9330  -0.23
H -4.5225 -2.1749 -4.3421  0.10
H 0.4039 -0.3483 -1.9924  0.10
N -0.5746 2.7581 4.7620  0.05
C 1.2854 -0.7863 1.1723  -0.08
C -1.7914 -2.4394 -1.7227  -0.08
O 1.0916 -0.9560 -1.7019  -0.01
H 2.3251 0.6894 -1.5548  0.16
H -0.9644 -2.5108 -1.0299  0.09
H -0.0559 0.9782 3.8845  0.09
C -3.1029 -2.3363 -1.2873  -0.08
H -0.5285 -2.5228 -3.4562  0.10
H 4.0340 -0.6784 -0.2596  0.13
H -5.1480 -2.1579 -1.9459  0.10
H -1.0508 4.6342 5.4500  0.10

=====

--- Q ---
The following is a quantum chemistry calculation of an isolated molecule of C13H19N3O2, from the Open Molecules 2025 dataset.

Its HOMO energy is -7.4 eV. The total charge is 0. The calculation puts the HOMO-LUMO gap at 8.3 eV. Its SMILES is COCC(=O)Nc1ccc(/N=C(\C)N(C)C)cc1.

Each line ends with the Löwdin charge.
Element x y z (Å)
H -5.1619 3.5816 1.5777  0.08
H -2.0611 0.0432 -1.3655  0.11
C -0.5971 3.2218 1.1046  0.00
C -0.1045 0.1096 1.3958  -0.05
H -4.0786 5.3040 1.1485  0.08
H 4.9535 -5.0919 -2.8977  0.09
H -2.6963 5.0563 0.0899  0.07
H 0.1108 2.6670 0.4871  0.08
H -0.1667 3.3277 2.0959  0.09
H -0.6328 4.2033 0.6890  0.05
C -0.1701 -1.0192 -1.1679  -0.03
C 0.9072 -0.7307 0.9703  0.00
C -1.9709 2.5760 1.1191  -0.33
O 3.3174 -3.9109 -2.3387  -0.21
H -0.0389 0.6153 2.3901  0.13
O 3.4173 -2.4452 0.9169  0.03
N 1.8334 -2.2345 -0.8159  0.13
N -3.0820 3.3977 1.3143  -0.17
C -1.1517 0.3924 0.5593  -0.33
C -1.2125 -0.1896 -0.7220  -0.01
H -2.4425 5.4377 1.7938  0.08
H -4.6737 2.2200 0.5209  0.08
H 3.4355 -5.9783 -2.5641  0.09
C 0.8874 -1.3157 -0.3255  -0.22
C 3.8646 -5.0631 -2.9973  -0.10
H 3.5820 -5.0213 -4.0533  0.09
H -4.4735 2.0955 2.3148  0.09
C 3.7095 -3.8806 -0.9326  -0.11
H 4.7643 -3.6668 -0.7978  0.13
H 1.6559 -2.6281 -1.7328  0.13
H -0.1636 -1.3891 -2.1946  0.11
H 1.6499 -0.9802 1.6695  0.08
C -4.4070 2.7764 1.4358  -0.08
H 3.4920 -4.8524 -0.4974  0.13
C 2.9255 -2.8118 -0.1713  -0.38
N -2.1566 1.2997 0.8957  0.12
C -3.0643 4.8845 1.0857  -0.05

=====

Which of them is the least stable? Correct choice: P.

=====

--- P ---
The following is a quantum chemistry calculation of the ion C5H9ClN3 with charge +1, from the Open Molecules 2025 dataset.

Its HOMO energy is -14.1 eV. The total charge is +1. The calculation puts the HOMO-LUMO gap at 9.9 eV. Its SMILES is CC1(C)[C@H](Cl)N1N=C=[NH2+].

Each line ends with the Löwdin charge.
Element x y z (Å)
C -1.6410 0.0641 0.0891  0.01
C -0.7498 0.4050 -2.3389  -0.01
N 1.0781 0.3546 0.8380  0.15
C 1.2333 0.3904 1.9832  -0.08
H 1.0819 -1.5055 -1.6640  0.11
H -1.0232 1.4827 -2.3577  0.12
H -1.1884 0.2522 1.0468  0.06
C 0.5283 -1.2050 -0.8027  -0.51
H -2.2882 -0.7647 0.1351  0.07
N 0.8600 0.0725 -0.3742  -0.01
H -1.5288 -0.0807 -2.9042  0.10
H -2.3235 0.8956 -0.1838  0.11
N 1.7250 0.9159 3.0544  0.20
C -0.5180 -0.1114 -0.9660  -0.37
H 1.5150 0.4210 3.9082  0.14
H 0.0795 0.0246 -2.9289  0.09
H 2.7767 0.8752 2.9840  0.18
Cl 0.3831 -2.4863 0.4815  0.67

=====

--- Q ---
The following is a quantum chemistry calculation of a cluster of 2 separate species, C5H9ClN3 in total, from the Open Molecules 2025 dataset.

Its HOMO energy is -12.1 eV. The total charge is +1. The calculation puts the HOMO-LUMO gap at 8.7 eV.

Each line ends with the Löwdin charge.
Element x y z (Å)
C -0.4985 -0.9424 -1.8980  -0.15
H 2.7677 -0.4505 0.7443  0.08
C -1.4295 2.4119 2.1886  0.06
H -2.4481 2.7664 2.2299  0.09
H -0.5240 3.0394 2.5593  0.13
H 1.5811 0.6316 0.3679  0.02
H 2.3673 -1.8576 -1.2720  0.12
N -1.0588 1.2476 1.8066  -0.13
H -2.5886 -1.0805 -1.7970  0.13
N -1.6849 -1.2725 -1.4575  0.20
C -0.8232 0.2796 1.1344  -0.60
H 2.7506 0.7044 -0.6234  0.07
N 0.6816 -1.1405 -1.4599  0.16
C 2.2821 0.0229 -0.0439  0.02
Cl -0.9692 -1.2761 1.8232  0.65
H -0.4794 -0.3770 -2.7752  0.15
C 1.8049 -1.0614 -0.9940  -0.04
H -1.7312 -1.6454 -0.5333  0.04

=====

Which of them is the least stable? Correct choice: Q.

=====

--- P ---
The following is a quantum chemistry calculation of a structure of composition CH7N2P3, from the Open Molecules 2025 dataset.

Its HOMO energy is -7.8 eV. The total charge is 0. The calculation puts the HOMO-LUMO gap at 6.8 eV.

Each line ends with the Löwdin charge.
Element x y z (Å)
H 1.8265 1.8639 0.7494  -0.15
H -3.1963 1.4397 -0.6354  0.05
H -2.4109 1.4340 1.0260  0.03
N -0.6171 -0.8185 -0.1403  -0.66
P 0.9272 -1.4735 -0.2005  0.54
H 3.4980 -0.4854 -0.1823  -0.14
N 2.5443 1.2231 0.7832  -0.42
P -0.9354 0.6567 -0.5802  0.79
H 0.7319 -2.5572 0.6512  -0.09
C -2.6192 0.8166 0.1342  -0.35
H 0.7945 -2.3186 -1.4546  -0.02
H -2.9854 -0.1278 0.3789  -0.01
P 2.4420 0.3470 -0.5298  0.43

=====

--- Q ---
The following is a quantum chemistry calculation of a structure of composition CH7N2P3, from the Open Molecules 2025 dataset.

Its HOMO energy is -8.2 eV. The total charge is 0. The calculation puts the HOMO-LUMO gap at 8.1 eV.

Each line ends with the Löwdin charge.
Element x y z (Å)
H -4.0501 -1.0524 -0.7885  -0.10
H 2.2277 2.3050 0.9156  -0.12
H 2.0091 -0.7872 -0.1431  0.07
N 0.4909 0.5540 0.4258  -0.71
P 1.5497 1.7731 -0.2193  0.70
H 0.4047 -1.5775 0.4435  0.03
P -3.8249 0.3514 -0.1970  0.53
H 0.6699 2.8880 -0.2015  -0.16
H -4.5719 -0.0654 0.9640  -0.15
H 1.4813 -0.9809 1.5554  0.07
C 1.0811 -0.8098 0.5395  -0.18
P -1.1238 1.2417 0.3448  0.75
N -2.2408 0.2111 0.1156  -0.74

=====

Which of them is the least stable? Correct choice: P.

=====

--- P ---
The following is a quantum chemistry calculation of a cluster of 2 separate species, C3H11NO2S in total, from the Open Molecules 2025 dataset.

Its HOMO energy is -8.6 eV. The total charge is 0. The calculation puts the HOMO-LUMO gap at 9.1 eV. Its SMILES is OCNCCS.O.

Each line ends with the Löwdin charge.
Element x y z (Å)
H 0.0358 -0.1698 0.7963  0.06
H -2.4067 -0.0018 0.2966  0.14
H 0.2186 -1.2479 2.5763  0.02
H 2.3768 1.9010 -1.1429  -0.17
S 2.2502 1.4337 0.1136  0.63
C 1.6542 -0.3512 -0.5598  -0.37
C -2.3397 -0.6813 -0.6243  -0.32
H -0.7217 -1.7985 -1.3561  0.10
H -0.8944 -1.3213 3.6267  0.07
H -0.2887 0.7586 -0.5594  0.10
H 2.0289 -0.1868 -1.6361  0.08
O -0.2369 -0.6885 3.2147  -0.08
N -1.0175 -1.0686 -0.7408  -0.10
C 0.1443 -0.2433 -0.2718  -0.31
O -2.6044 0.3023 -1.6557  -0.10
H -2.3173 -0.1905 -2.4530  0.08
H -3.1140 -1.5047 -0.6382  0.13
H 2.1804 -0.9532 0.1207  0.02

=====

--- Q ---
The following is a quantum chemistry calculation of a cluster of 2 separate species, C3H11NO2S in total, from the Open Molecules 2025 dataset.

Its HOMO energy is -8.6 eV. The total charge is 0. The calculation puts the HOMO-LUMO gap at 9.0 eV. Its SMILES is OCNCCS.O.

Each line ends with the Löwdin charge.
Element x y z (Å)
C 1.4929 -0.3243 -1.1867  -0.48
O -3.1210 -0.3817 0.0331  -0.02
H 1.5184 -0.9565 -2.1813  0.09
H -0.8439 -0.8602 4.3326  0.02
H -2.2508 -1.2720 4.3813  0.07
H -2.9869 -0.8595 0.8529  0.09
O -1.3416 -1.6729 4.2256  -0.09
H 1.6151 -0.9150 -0.2387  0.08
H 0.3083 1.4148 -1.2781  0.10
H -0.4578 -0.0171 -1.9744  0.12
S 3.0122 0.8744 -1.4553  0.60
H -2.1843 0.8179 -1.2168  0.11
H -0.4666 -0.6797 0.6523  0.12
C -2.1315 0.5345 -0.1621  -0.35
H -2.2944 1.5612 0.4544  0.15
H 3.8058 0.2528 -0.5256  -0.16
N -0.7536 0.1049 0.0581  -0.08
C 0.1418 0.3274 -1.0594  -0.37

=====

Which of them is the least stable? Correct choice: P.

=====

--- P ---
The following is a quantum chemistry calculation of a cluster of 10 separate species, C15H50N2O10 in total, from the Open Molecules 2025 dataset.

Its HOMO energy is -9.0 eV. The total charge is 0. The calculation puts the HOMO-LUMO gap at 9.2 eV. Its SMILES is NC(N)=O.CCO.CCO.CCO.CCO.CCO.CO.CO.CO.CO.

Each line ends with the Löwdin charge.
Element x y z (Å)
N -0.1542 -1.9621 -2.8226  0.13
H 2.3768 0.0472 -3.1675  0.05
C 0.2824 4.5157 -3.1325  -0.11
C -2.5391 0.0991 2.4207  -0.30
C 1.5387 0.4664 -0.1240  -0.12
H -0.3894 5.3799 -3.2011  0.08
H 2.5588 0.4925 -0.5015  0.10
H 0.8505 -2.2237 -2.7811  0.06
H 1.0088 3.0533 -1.7811  0.09
H -0.1376 3.7704 -3.8410  0.08
O 0.5473 0.4885 -4.0339  -0.12
H -1.8200 -3.2400 -0.3496  0.09
H -3.3896 0.9588 4.1254  0.07
C -2.1928 0.6885 -1.7382  -0.11
H -1.5187 -4.4939 1.5726  0.13
H 0.1281 5.4087 1.5342  0.09
O -1.0843 2.9803 1.2097  -0.11
H -1.4472 3.9035 2.9801  0.12
H -0.1582 -2.5502 -0.4028  0.03
H 2.7824 -2.7488 -3.1499  0.10
H -3.3587 0.1650 1.6195  0.14
C 0.4704 4.0062 -1.7555  -0.31
H 1.2750 4.0139 1.6756  0.06
H 0.8977 5.0604 2.9708  0.06
H -0.4068 -4.1730 -0.7560  0.07
O 0.5005 -3.7031 1.8342  -0.08
C -0.5807 3.4863 2.4357  -0.28
H 1.5927 -0.3694 2.1561  0.04
O -1.7331 -0.4590 -1.0356  -0.17
H 0.9992 -0.5119 -0.1162  0.08
C 1.3174 -2.1753 4.9867  -0.06
H -1.2191 -0.3655 1.1555  0.04
H -0.5563 -1.3829 -1.9965  0.12
N -0.4120 -3.5380 -4.1494  0.16
H 0.9334 -1.9381 5.9714  0.07
H 0.8107 -2.8295 2.1615  0.05
C -0.7585 -3.3999 -0.1154  -0.10
H 0.6719 1.2595 1.3457  0.04
O 1.5825 1.0767 1.1441  -0.11
O -1.2930 0.2977 1.8030  -0.09
H 3.5213 -3.7941 -1.3352  0.10
O -2.3337 -2.9214 -3.1072  -0.11
H -2.9219 2.1021 2.9940  0.08
H 1.9201 -0.0982 4.4608  0.12
C -2.6506 1.1549 3.4140  -0.08
H -2.6706 -0.9400 2.7947  0.12
H -1.5498 2.1556 1.3822  0.05
C -0.9880 -2.7948 -3.3006  -0.69
C 2.4880 -3.3402 -1.2966  -0.11
H 0.2738 -0.4726 4.1094  0.08
C 0.4806 4.5517 2.1387  -0.05
O 1.5954 -1.1661 2.7281  -0.11
C 1.9229 0.6362 -3.9510  -0.19
O 2.4208 -2.3588 -2.3372  -0.17
H -0.9925 -4.2232 -4.6220  0.13
C -0.8077 -3.6624 1.3527  -0.33
H -2.5363 -0.7794 -0.6204  0.09
H 0.3061 -0.3984 -3.7574  0.02
H 0.5754 -2.9110 4.6850  0.06
H -1.7564 1.3534 3.9913  0.08
H -0.7609 3.2632 -0.3842  0.01
H 2.2552 -2.6974 4.9645  0.07
H 0.8925 1.0361 -0.7846  0.07
H 0.4890 -3.3062 -4.5676  0.13
H -1.3209 1.1862 -2.1947  0.07
H -1.3554 -2.9273 1.8869  0.08
H 1.2451 4.6988 -3.6189  0.07
H -0.2417 2.6624 3.0605  0.10
H 0.9683 4.7327 -1.0687  0.12
O -0.8528 3.6761 -1.2620  -0.12
H 1.8066 -4.1621 -1.4821  0.07
H -2.8336 0.4010 -2.5478  0.08
H 2.2629 -2.8175 -0.3229  0.10
H -2.7077 1.4602 -1.0565  0.11
H 2.3794 0.4338 -4.9357  0.08
H 2.2497 1.6335 -3.6481  0.07
C 1.2514 -0.9208 4.0872  -0.29

=====

--- Q ---
The following is a quantum chemistry calculation of a cluster of 10 separate species, C15H50N2O10 in total, from the Open Molecules 2025 dataset.

Its HOMO energy is -9.3 eV. The total charge is 0. The calculation puts the HOMO-LUMO gap at 9.4 eV. Its SMILES is NC(N)=O.CCO.CCO.CCO.CCO.CCO.CO.CO.CO.CO.

Each line ends with the Löwdin charge.
Element x y z (Å)
C -4.9442 -2.0820 -3.8060  -0.10
C -3.4554 -2.2213 -3.6123  -0.29
H 0.9471 -1.6579 -3.4973  0.05
H 3.2873 -0.2042 2.4507  0.11
O 0.3605 -3.1988 -4.7727  -0.11
H -0.5073 2.0792 4.7041  0.09
H 3.1062 1.4581 3.2769  0.11
H 3.5623 0.4484 -1.8655  0.01
H 3.3607 2.6930 1.1214  0.03
C 0.2063 -1.8724 -4.2567  -0.13
H -0.7571 -1.8658 -3.8761  0.03
H -1.4910 0.4910 3.4358  0.07
H 0.3021 -1.1566 -5.0659  0.09
H -0.6919 1.3078 -2.5691  0.13
H -3.6024 0.0332 1.8932  0.05
H 0.6826 0.2257 -2.1109  0.08
H 4.9889 2.8041 0.5873  0.09
C 0.4429 3.8530 2.1373  -0.07
H -3.6870 -3.7866 -2.4619  0.05
O -3.5664 1.1537 -1.1884  -0.08
H 0.6692 -3.7422 -4.0487  0.06
H 2.4249 -2.4865 -1.6314  0.16
H 2.8462 0.6909 5.1839  0.06
H -1.0011 2.2097 2.3369  0.10
H -0.1000 4.2487 1.2327  0.09
C -4.6876 0.3742 -0.8753  -0.15
H 5.4803 -1.1299 -1.6043  0.09
H -1.3476 3.7338 3.2775  0.12
C -0.1578 0.7625 -1.7741  -0.31
H 0.9124 1.2582 2.9958  0.04
O 2.6900 -0.7588 0.0469  -0.07
H -5.5745 -2.2400 -2.9396  0.07
H 1.9746 -0.8321 4.7468  0.06
H -1.4543 -1.2645 3.5300  0.09
H -0.5791 2.3627 -0.3766  0.04
O -0.9945 -0.1923 -1.2652  -0.11
H 0.9020 4.5996 2.8275  0.09
H -5.5139 0.9278 -0.5567  0.07
N 0.5121 -1.4645 0.6554  0.15
C 0.2391 1.7876 -0.7026  -0.06
H -0.1604 -2.2491 0.7471  0.15
H -3.3026 -1.6338 1.8868  0.07
O 1.3588 0.4564 2.6523  -0.12
H -3.1006 -1.5285 -2.8407  0.09
C 1.5933 -1.5263 -0.1265  -0.57
N 1.5035 -2.3986 -1.1201  0.17
H -4.5176 -0.3511 -0.0669  0.06
O 0.0921 2.4703 4.0716  -0.10
H 0.8344 2.5780 -1.2143  0.10
O 3.9003 -0.1389 -2.5581  -0.16
H 1.3059 3.1921 1.8221  0.06
C -0.5888 3.0237 2.9477  -0.30
H 0.7067 1.2914 0.1703  0.06
H -5.2443 -2.8094 -4.5746  0.09
H -2.8365 -0.2463 5.3377  0.10
H 0.6025 -2.8781 -1.3376  0.14
C 4.1175 2.1514 0.6655  -0.13
H -2.8707 0.5620 -1.3734  0.00
C -2.7909 -0.6674 1.9902  -0.07
C 2.7669 -0.1548 4.5170  -0.08
H 3.6980 -0.6819 4.7503  0.07
H 5.7418 -0.5434 -3.2717  0.04
O 3.5727 1.6093 -0.5032  -0.14
H 4.4230 1.3441 1.3401  0.07
H -2.8830 -1.9485 -4.4795  0.10
O -3.1242 -0.4169 4.4036  -0.10
C 5.3155 -0.2939 -2.3640  -0.15
H -4.8610 -0.3413 -1.6437  0.04
H -2.1669 -0.5002 1.0365  0.08
C 2.6876 0.4668 3.1218  -0.31
O -3.2131 -3.6137 -3.2556  -0.07
C -2.0854 -0.4164 3.3869  -0.26
H 5.8478 0.5854 -1.9822  0.08
H -5.2412 -1.1356 -4.1965  0.06
H 2.9926 0.8806 -0.2806  0.00
H 0.6095 -0.7749 1.4218  0.10
H -0.4676 -0.7092 -0.6630  0.00

=====

Which of them is the least stable? Correct choice: Q.